Molecular formula: C8H9NS2Zr
Method: DFT, ωB97M-V with the def2-TZVPD basis set

Each line ends with the Mulliken charge.
Element x y z (Å)
1 Zr 2.35797 0.08157 0.10186  0.79
2 C 3.91074 1.07627 -1.15384  -1.45
3 H 3.48107 0.99661 -2.17186  0.50
4 H 4.16598 2.12578 -0.99154  0.49
5 H 4.82137 0.46708 -1.14112  0.53
6 H 3.89383 0.95264 0.76512  0.35
7 H 3.14465 0.43832 1.67412  0.33
8 S 1.50124 2.45024 0.46097  -0.20
9 C 0.08374 1.56793 0.15831  0.69
10 N 0.15517 0.21591 -0.10879  -0.45
11 C -1.08867 -0.41834 -0.10521  0.44
12 C -1.26402 -1.80804 -0.12804  -0.67
13 C -2.54345 -2.29704 0.13483  -0.57
14 C -3.60833 -1.42416 0.40883  -0.59
15 C -3.41081 -0.03228 0.44865  -0.43
16 C -2.13179 0.46318 0.18941  0.75
17 S -1.55079 2.11647 0.37439  -0.02
18 H -0.39474 -2.43636 -0.32260  0.27
19 H -2.71835 -3.37406 0.12432  0.40
20 H -4.60195 -1.82732 0.60308  0.41
21 H -4.20288 0.66560 0.67914  0.42

Results
HOMO, eV: -15.584
Total energy, Eh: -1207.62896
Net charge: +2
Relative energy (zero: lowest compared OMol25 entry of this formula, charge and spin), eV: 0.593